[1]
63
Properties=species:S:1:pos:R:3:forces:R:3 method="wB97M-V/def2-TZVPD" smiles="CNCc1ccc2c(c1CCCCN)C(=O)C=C(Cl)C2=O.COCCOCCOC" homo_energy_ev=-9.02 multiplicity=1 orbital_gap_ev=7.47 de_lowest_ev=4.7017 e_lumo_ev=-1.6
C 2.74416 -4.69332 2.01314 0.0428 0.9212 -0.8296
N 1.44478 -5.07383 1.35214 0.2565 0.1635 0.7606
C 0.33456 -4.16528 1.76388 -0.0833 0.7518 -0.0551
C -0.02940 -3.04864 0.65330 -0.4188 2.4248 -0.9564
C 0.22882 -1.56420 1.10351 -1.2969 -0.5958 -3.6188
C -0.02577 -0.37845 0.14470 -1.1508 -3.6679 -1.7629
C -0.58454 -0.72580 -1.26765 0.3642 -1.8988 1.2189
C -0.88833 -2.20421 -1.71856 1.1043 0.6487 2.3612
C -0.59608 -3.40926 -0.77073 0.4140 3.0487 0.8618
C -0.85240 -4.93893 -1.21955 0.2332 0.7342 -0.4959
C -2.06858 -5.62727 -0.42699 0.3966 0.5686 -0.2574
C -3.40326 -4.71759 -0.47041 -0.4321 -0.3916 0.7779
C -3.89739 -4.31073 1.01982 0.2380 -0.5527 -0.5076
N -4.88347 -3.19162 0.97867 0.6161 -0.1198 -0.3153
C -1.50949 -2.37396 -3.19779 -0.8487 -0.4773 -0.1810
O -2.39780 -3.20193 -3.49821 3.1451 2.6016 0.9432
C -0.92001 -1.33318 -4.28451 0.5412 2.4027 1.4310
C -0.62350 0.00524 -3.87403 -0.5667 -3.1567 -0.5703
Cl 0.07402 1.13756 -5.12603 -1.0050 -1.1121 1.8711
C -0.87675 0.44294 -2.33861 -0.3083 1.5026 0.7973
O -1.25744 1.58993 -1.99912 1.4401 -4.4690 -1.7404
H 3.00689 -3.63529 1.61647 0.0405 -1.4397 1.0033
H 2.62507 -4.66613 3.15453 0.1812 -0.1613 -1.7874
H 3.59181 -5.39859 1.70904 -1.3447 0.8747 0.5108
H 1.55394 -5.11681 0.33179 -0.0395 0.2111 0.7859
H -0.58748 -4.76610 2.09265 1.2242 0.8974 -0.7555
H 0.70189 -3.62748 2.72031 -0.7577 -0.6335 -1.6109
H 0.60837 -1.35907 2.15493 -0.5322 -0.3911 -1.6180
H 0.15221 0.72420 0.38089 -0.2384 -1.8634 -0.1631
H 0.14303 -5.52091 -1.12272 -1.7040 0.8313 0.1062
H -1.09426 -4.95996 -2.34663 0.3223 0.2588 1.8123
H -1.69509 -5.82162 0.64534 -0.9095 0.1569 -1.6127
H -2.29788 -6.61375 -0.95154 0.4880 1.2107 0.8971
H -4.21794 -5.35309 -0.98733 1.1472 1.2447 0.8392
H -3.28318 -3.74942 -1.06182 0.1151 -1.3974 0.6275
H -2.97159 -4.03526 1.65978 -1.3447 -0.6114 -0.9591
H -4.44949 -5.22314 1.45024 1.1365 1.2469 -0.3218
H -4.73132 -2.61086 0.13866 -0.0197 -0.2837 0.9035
H -4.84206 -2.61291 1.82884 0.0515 -0.3719 -0.7914
H -0.72786 -1.66005 -5.37216 -0.5952 0.4806 1.9872
C 3.22773 6.28785 3.15373 -0.2836 -0.0316 -0.0958
O 2.18084 6.25253 2.20395 0.3205 -0.0507 -0.0898
C 2.19130 7.38639 1.34200 -0.4165 -0.3729 0.0535
C 1.56343 7.04229 -0.00376 0.2707 0.1636 -0.0633
O 2.43786 6.31126 -0.86590 -0.1309 -0.1382 0.2854
C 2.66372 4.94367 -0.51798 -0.0694 0.0082 -0.3352
C 1.46393 4.04503 -0.79490 0.0055 0.0852 0.6295
O 0.48619 4.19029 0.23002 0.0143 0.2947 -0.1498
C -0.82014 3.87854 -0.22552 0.1769 -0.1927 0.2995
H 3.11880 7.15466 3.81454 0.1502 0.0170 0.0336
H 3.17756 5.37745 3.75277 -0.1050 0.0664 -0.0640
H 4.20066 6.31608 2.65217 0.0704 0.1107 0.0557
H 3.21499 7.74472 1.18409 -0.0066 -0.0193 -0.0355
H 1.60625 8.17523 1.82931 0.0521 0.2009 -0.1226
H 1.36083 7.98098 -0.52849 0.1334 -0.0442 0.0105
H 0.60597 6.53269 0.11170 0.0914 -0.1035 0.2236
H 3.01441 4.85098 0.51103 -0.2508 -0.0539 0.0678
H 3.48546 4.61417 -1.16157 -0.1079 0.0834 -0.0627
H 1.78391 2.99590 -0.79865 0.1411 -0.0517 -0.2408
H 1.03911 4.29644 -1.77287 0.0275 0.0022 -0.0192
H -1.10399 4.53325 -1.05556 -0.0332 -0.0896 -0.1266
H -1.51727 4.04880 0.59682 0.1403 0.0232 0.0351
H -0.87870 2.82955 -0.53515 -0.0929 0.5063 0.1255



[2]
25
Properties=species:S:1:pos:R:3:forces:R:3 method="wB97M-V/def2-TZVPD" smiles=CCCO.CCNC homo_energy_ev=-8.51 multiplicity=1 orbital_gap_ev=9.43 de_lowest_ev=0.8166 e_lumo_ev=0.9
C 1.85956 -1.41996 2.82575 0.1306 -0.1441 -0.1071
C 1.46189 -1.00232 1.41419 -0.2760 0.0293 0.3020
C 2.35556 0.08826 0.87755 0.0811 0.0070 -0.3594
O 2.07763 0.25594 -0.51433 -0.0424 -0.0298 0.1765
H 1.96021 -0.55173 3.48122 -0.0226 -0.0485 0.0155
H 1.12435 -2.09647 3.26104 -0.0364 0.0564 0.0121
H 2.81230 -1.95281 2.81359 0.0546 0.0801 0.0622
H 0.43032 -0.64279 1.43238 0.0065 0.0415 -0.1317
H 1.48089 -1.85636 0.73587 0.0882 -0.0083 -0.0313
H 3.40877 -0.18244 1.00409 0.0501 -0.0471 0.1117
H 2.18067 1.02641 1.41668 -0.0126 -0.0344 0.0515
H 2.52040 1.05342 -0.81190 0.0420 0.0558 -0.0918
C -3.30847 -0.81317 -0.96108 0.0108 0.4047 0.0546
C -1.92337 -0.19057 -0.92186 0.0487 -0.2873 -0.0746
N -1.96883 1.16753 -1.42207 -0.0152 -0.1174 -0.2064
C -0.67547 1.82122 -1.46689 -0.2606 0.3123 0.4379
H -3.30178 -1.83569 -0.58810 -0.0444 -0.0258 -0.0318
H -3.70688 -0.77421 -1.97494 0.0345 -0.1583 -0.0105
H -3.97783 -0.21297 -0.33769 -0.0788 -0.1589 0.0627
H -1.23607 -0.76006 -1.55461 -0.0161 0.0372 -0.0519
H -1.50964 -0.27131 0.09512 -0.0076 0.1221 0.0816
H -2.63197 1.71373 -0.88775 0.0282 0.0284 0.0267
H -0.81090 2.82880 -1.86261 0.1445 -0.0621 -0.1762
H -0.21100 1.92398 -0.47563 0.0910 -0.0849 0.0203
H 0.01097 1.24872 -2.08499 0.0020 0.0321 -0.1427



no.,total energy (Eh)
1,-1803.6617
2,-368.7708